Record 1
Here is a 3-piece molecular cluster, C14H29FN2O10PS4 overall from the OMol25 dataset. Energies are from the ωB97M-V functional and the def2-TZVPD basis.

Geometry as XYZ:
```
61
Properties=species:S:1:pos:R:3:forces:R:3:lowdin_charge:R:1
O -3.5438 1.3095 4.7601 -0.084 0.628 -0.901 0.106
C -3.5753 2.0986 3.8531 -0.022 -0.480 0.865 -0.333
O -4.3490 1.9221 2.7560 0.183 -0.105 0.198 -0.013
C -3.8112 2.4613 1.5522 0.207 0.107 -0.183 -0.141
C -4.0604 1.4448 0.4260 -0.199 0.142 0.136 -0.069
N -2.8289 1.2140 -0.3345 -0.011 -0.349 -0.003 -0.010
C -2.4992 1.8596 -1.5084 -0.042 0.251 0.206 -0.522
S -3.4928 2.9697 -2.4017 -0.162 0.023 -0.031 0.925
C -1.2603 1.4064 -1.8080 0.057 -0.011 0.028 -0.300
F -0.5025 1.6888 -2.8214 0.256 0.094 -0.329 0.186
N -0.8426 0.5248 -0.8654 -0.187 -0.267 0.050 0.069
C 0.4731 -0.1301 -0.8727 0.210 -0.281 0.071 -0.087
C 1.3877 0.4548 0.1988 0.055 0.209 -0.271 -0.172
C 2.8362 -0.0191 0.0440 0.140 -0.150 0.345 -0.204
C 3.8912 0.9580 0.5653 -0.124 0.174 -0.677 -0.229
S 3.6434 1.3924 2.2649 0.316 -0.351 0.183 0.592
O 4.8620 1.8739 2.8262 -0.186 -0.032 -0.134 -0.250
O 2.9094 0.3256 2.8834 0.063 0.259 0.067 -0.278
O 2.6045 2.6053 2.1802 -0.299 -0.096 -0.211 -0.155
C -1.8304 0.4009 0.0465 0.024 0.234 0.054 -0.144
P -1.9047 -0.6419 1.5452 -0.188 -0.336 0.218 0.484
O -3.2640 -1.1283 1.7340 0.229 0.008 -0.058 -0.201
O -1.3027 0.3185 2.6565 -0.176 -0.154 -0.138 -0.088
O -0.8284 -1.7825 1.3247 -0.017 0.384 -0.126 -0.076
H -2.9919 3.0371 3.8549 -0.023 -0.125 -0.137 0.160
H -4.2455 3.4364 1.3190 -0.148 -0.100 0.116 0.135
H -2.7308 2.5968 1.6708 -0.063 0.067 -0.041 0.122
H -4.3706 0.4939 0.8509 -0.004 0.053 0.050 0.118
H -4.8248 1.7901 -0.2671 0.148 -0.027 -0.081 0.120
H -3.3665 3.9589 -1.5007 0.025 0.080 -0.021 -0.103
H 0.3055 -1.1994 -0.7451 0.055 0.045 -0.042 0.133
H 0.8971 0.0172 -1.8654 -0.089 0.077 0.043 0.139
H 1.3359 1.5462 0.1192 -0.016 -0.067 0.020 0.126
H 1.0319 0.2020 1.1997 -0.013 0.217 0.009 0.085
H 3.0739 -0.2263 -1.0018 0.025 0.013 0.031 0.129
H 2.9832 -0.9458 0.6018 -0.079 -0.086 -0.220 0.098
H 4.8852 0.5138 0.4878 -0.100 -0.103 0.183 0.083
H 3.8990 1.8687 -0.0441 0.025 0.055 0.235 0.117
H 2.9583 3.2995 1.6052 0.137 0.145 0.256 0.099
H -1.7259 0.1778 3.5248 0.043 0.104 0.014 0.104
H 0.0690 -1.5297 1.5863 -0.002 -0.149 0.147 0.088
C 6.9696 -3.6942 0.8312 0.048 -0.042 -0.003 -0.261
S 5.3816 -2.8689 0.7627 0.038 -0.019 0.117 0.820
O 5.6436 -1.4868 0.2604 -0.050 0.029 -0.068 -0.557
C 5.1483 -2.7165 2.5358 -0.002 -0.030 0.048 -0.253
H 7.3127 -3.8336 -0.1914 -0.017 0.008 -0.010 0.054
H 7.6734 -3.0693 1.3799 -0.020 0.022 -0.002 0.064
H 6.8495 -4.6631 1.3150 -0.001 -0.005 -0.009 0.059
H 5.9849 -2.1623 2.9606 0.011 0.007 -0.027 0.069
H 5.0769 -3.7104 2.9772 -0.009 0.003 0.004 0.059
H 4.2230 -2.1686 2.7081 0.000 0.015 -0.019 0.034
C -3.9032 -2.0989 -3.7683 -0.038 -0.027 0.006 -0.258
S -3.1318 -0.7172 -4.6119 -0.035 -0.019 -0.051 0.836
O -3.4650 0.5044 -3.8123 0.066 -0.076 0.128 -0.610
C -4.2244 -0.7002 -6.0292 -0.023 -0.008 -0.060 -0.255
H -3.3865 -2.2429 -2.8213 0.014 0.007 -0.001 0.045
H -4.9538 -1.8719 -3.5894 0.006 0.024 -0.007 0.064
H -3.7999 -2.9949 -4.3794 0.009 -0.006 0.006 0.061
H -5.2512 -0.5700 -5.6895 0.012 0.006 0.028 0.065
H -4.1112 -1.6343 -6.5784 0.006 0.005 -0.010 0.061
H -3.9306 0.1350 -6.6609 0.019 0.006 0.012 0.057
```
Positions in Å, forces in eV/Å.

Values from the calculation:
Maximum force ... 1.10 eV/A
Total charge ... +1
Frontier orbital gap ... 8.19 eV
HOMO energy ... -11.28 eV
Total energy ... -3446.55247 Eh



Record 2
Here is one molecule with the formula C14H29N from the OMol25 dataset. Energies are from the ωB97M-V functional and the def2-TZVPD basis.

Geometry as XYZ:
```
44
Properties=species:S:1:pos:R:3:forces:R:3:lowdin_charge:R:1
C -0.8469 -1.0527 -2.1996 0.851 1.599 0.571 -0.065
N -0.3219 -0.3739 -0.9598 -1.502 1.099 -1.322 -0.130
C -0.5016 -1.2618 0.1874 -0.400 0.306 -0.629 -0.249
C -1.8207 -0.8703 1.1072 -2.034 -0.609 -0.686 -0.427
C -1.7983 0.4309 1.9599 2.757 -0.469 0.654 -0.064
C -2.1605 -2.1100 2.0094 1.161 -0.003 0.137 -0.074
C -3.1413 -0.7557 0.1937 -0.863 3.099 1.222 -0.083
C 0.8163 -1.5125 0.9128 0.563 -1.669 0.710 -0.132
C 2.1783 -1.4908 0.1462 -1.400 1.848 -0.108 -0.137
C 2.0185 -0.6992 -1.1551 2.585 1.761 0.411 -0.167
C 0.9544 0.3546 -1.3100 0.125 -0.948 -0.073 -0.264
C 1.2955 1.7322 -0.6764 -0.849 0.855 2.432 -0.457
C 2.5167 2.5257 -1.2274 0.190 -0.600 0.186 -0.061
C 1.5535 1.5260 0.8924 0.462 -0.439 -2.762 -0.022
C 0.0102 2.6547 -0.7646 3.446 1.675 -2.435 -0.040
H -0.1402 -1.9263 -2.4259 -0.662 1.362 -0.688 0.106
H -1.8298 -1.5214 -2.0928 0.102 0.394 0.419 0.059
H -0.9764 -0.1236 -2.8577 0.460 -2.099 -0.161 0.112
H -0.7822 -2.1971 -0.2931 -0.343 -0.418 0.325 0.121
H -1.7150 1.3787 1.4276 0.069 -0.267 -0.544 0.065
H -2.6183 0.5835 2.6417 -0.614 -0.570 0.092 0.069
H -0.8697 0.3903 2.6291 -1.130 0.123 -0.663 0.093
H -1.2776 -2.4070 2.6111 -0.495 0.309 0.042 0.077
H -3.0355 -1.9871 2.6593 0.315 0.410 -0.073 0.080
H -2.3843 -3.0030 1.4233 0.037 0.132 -0.392 0.074
H -3.3871 -1.5713 -0.4017 0.023 -1.823 -0.990 0.029
H -3.2000 0.1356 -0.4743 0.912 -0.497 0.162 0.076
H -4.1505 -0.5173 0.7389 2.026 -0.779 0.057 0.110
H 0.8253 -2.4904 1.4426 -0.512 0.568 -0.211 0.120
H 0.7799 -0.7924 1.6584 0.662 1.276 1.700 0.054
H 3.0571 -1.1218 0.7288 -1.054 -0.157 -0.071 0.117
H 2.4106 -2.4715 -0.1260 0.414 -1.697 -0.359 0.078
H 2.0480 -1.3024 -2.0103 -0.668 -1.438 -1.126 0.087
H 2.9408 -0.1535 -1.3492 0.599 0.122 0.253 0.107
H 0.9993 0.6114 -2.3899 -0.841 -0.482 0.332 0.145
H 3.4344 2.1706 -0.7081 -0.330 0.101 -0.704 0.082
H 2.6357 2.4922 -2.3289 -0.034 -0.180 0.527 0.085
H 2.4278 3.5933 -0.9535 -0.183 -0.500 -0.055 0.083
H 1.9000 2.4388 1.2462 -0.070 1.960 1.066 0.060
H 0.6549 1.1614 1.2937 -1.054 0.008 0.976 0.030
H 2.3610 0.8632 1.1588 0.236 -0.607 -0.391 0.070
H -0.1178 3.3270 0.0403 0.464 0.856 1.114 0.059
H 0.0150 3.3313 -1.7204 -0.227 -1.580 1.465 0.121
H -0.7576 2.0119 -0.6839 -3.195 -2.030 -0.406 0.003
```
Positions in Å, forces in eV/Å.

Values from the calculation:
Maximum force ... 4.54 eV/A
Structure (SMILES) ... CN1[C@H](C(C)(C)C)CCC[C@@H]1C(C)(C)C
Frontier orbital gap ... 8.72 eV
HOMO energy ... -7.88 eV
Total energy ... -605.47124 Eh



Record 3
Here is a 6-piece molecular cluster, C14H29N2O6 overall from the OMol25 dataset. Energies are from the ωB97M-V functional and the def2-TZVPD basis.

Geometry as XYZ:
```
51
Properties=species:S:1:pos:R:3:forces:R:3:lowdin_charge:R:1
N 1.0370 0.8004 0.1560 -0.540 -0.603 -0.687 0.288
H 1.8152 0.1687 0.2801 1.383 -0.587 -0.187 0.071
H 0.1898 0.3279 -0.1254 0.042 -0.017 -0.300 0.073
H 1.1905 1.6790 -0.3180 0.240 0.650 0.336 0.085
H 0.9090 0.9689 1.1436 -0.441 1.307 2.863 0.035
C -0.6001 -0.9026 3.7275 1.499 -2.340 1.610 -0.181
C -0.6482 0.4396 3.1521 2.272 2.018 -1.449 -0.534
O 0.6061 1.0196 2.8780 -2.146 -1.326 0.364 -0.300
H -1.4865 -1.3289 4.1972 -0.755 0.151 -0.138 0.035
H 0.1671 -0.9629 4.4993 0.248 0.249 0.410 0.054
H -0.2176 -1.6262 3.0076 -0.131 -0.075 -0.329 0.046
H -1.2703 1.1100 3.7451 -0.634 0.355 0.406 0.065
H -1.1699 0.1963 2.2266 -0.984 0.633 -1.085 0.056
C 2.5733 -2.6931 -0.3107 1.293 0.316 -0.750 -0.184
C 2.4913 -2.2585 1.1376 -0.225 2.040 1.348 -0.582
O 3.0418 -1.0415 1.5517 -0.597 -2.218 -1.992 -0.330
H 3.6475 -2.7646 -0.4811 0.258 0.105 -0.773 0.041
H 2.1096 -1.9733 -0.9852 0.181 0.294 -0.083 0.040
H 2.1385 -3.6607 -0.5614 -0.290 -0.434 0.383 0.029
H 2.8654 -3.0984 1.7231 0.387 -0.826 0.480 0.053
H 1.4114 -2.2862 1.2824 -1.103 0.076 0.683 0.049
C 5.1114 2.6044 0.2319 1.082 -1.203 -0.358 -0.195
C 4.0515 3.3455 0.9787 -2.786 -1.195 0.134 -0.618
O 3.0421 2.5568 1.4466 1.437 0.434 -0.358 -0.282
H 4.8322 2.0765 -0.6799 -0.698 0.096 -0.165 0.041
H 5.4379 1.8013 0.8926 0.329 -0.107 0.153 0.054
H 5.9573 3.2275 -0.0583 0.554 0.457 0.072 0.016
H 3.6098 4.0867 0.3127 -0.038 1.094 -0.785 0.054
H 4.5784 3.9117 1.7468 0.639 0.650 0.933 0.042
C -1.6294 4.4216 -1.5482 0.081 0.799 0.584 -0.196
C -0.2471 3.9282 -1.1444 1.264 -1.096 2.570 -0.583
O 0.0552 3.6544 0.2077 -1.675 0.781 -2.339 -0.348
H -2.2983 3.8380 -0.9157 -0.583 0.477 -0.051 0.051
H -1.8690 4.3689 -2.6103 0.069 -0.667 -0.393 0.025
H -1.5803 5.4996 -1.3941 -0.842 0.237 0.772 0.032
H 0.4593 4.6880 -1.4790 0.610 0.187 -0.900 0.058
H -0.1726 2.9851 -1.6858 0.620 -0.646 -0.997 0.045
C -4.5490 -3.5306 -3.2813 -0.762 -0.736 -0.296 -0.114
C -5.2632 -2.9485 -2.2072 0.527 -0.989 -1.418 -0.113
C -4.6050 -2.3992 -1.1568 2.137 1.232 0.401 -0.024
C -3.1681 -2.3187 -1.2371 0.914 -1.618 -1.194 -0.056
C -2.4869 -2.9783 -2.3018 -0.423 0.968 -0.337 -0.007
C -3.1704 -3.5951 -3.3577 -0.993 0.558 1.884 -0.093
N -2.2555 -1.8766 -0.0942 0.567 1.553 -4.414 -0.395
O -1.1891 -1.3387 -0.2966 0.240 -0.460 -1.291 0.079
O -2.7237 -2.0178 0.9441 -2.642 -1.180 5.527 0.117
H -5.0947 -4.0528 -4.0533 -0.369 0.058 -0.129 0.082
H -6.3409 -3.0078 -2.1695 -0.092 0.074 -0.218 0.094
H -5.2215 -1.9068 -0.4194 0.555 -0.067 0.562 0.113
H -1.4293 -2.9376 -2.5166 0.367 0.246 1.201 0.115
H -2.6421 -4.1995 -4.0801 -0.041 0.296 -0.258 0.098
```
Positions in Å, forces in eV/Å.

Values from the calculation:
Maximum force ... 6.24 eV/A
Total charge ... -3
Frontier orbital gap ... 1.47 eV
HOMO energy ... 3.73 eV
Total energy ... -1111.18558 Eh



Record 4
Here is a 5-piece molecular cluster, C14H29N3O4 overall from the OMol25 dataset. Energies are from the ωB97M-V functional and the def2-TZVPD basis.

Geometry as XYZ:
```
50
Properties=species:S:1:pos:R:3:forces:R:3:lowdin_charge:R:1
C 3.7127 -0.7825 0.0072 0.805 -0.544 -0.037 -0.061
N 4.2247 -2.0047 0.6152 0.006 0.570 -0.015 -0.200
C 4.6019 -3.0500 -0.3087 -0.088 -0.339 0.445 -0.042
C 4.4021 -2.1301 1.9505 -0.213 0.311 -0.359 -0.358
O 4.7914 -3.1243 2.5142 0.212 -0.333 0.263 0.017
H 2.7693 -0.9969 -0.4933 -0.138 0.241 0.035 0.065
H 4.4545 -0.4722 -0.7354 -0.224 0.159 -0.148 0.089
H 3.6551 0.0188 0.7394 -0.313 -0.066 0.127 0.081
H 5.2159 -2.6334 -1.1062 -0.133 0.009 -0.159 0.087
H 5.1904 -3.7925 0.2252 -0.043 -0.008 0.058 0.085
H 3.7032 -3.5335 -0.6963 0.116 0.009 -0.294 0.093
H 4.1438 -1.1978 2.4847 -0.030 -0.041 0.055 0.130
C -4.5451 0.0821 3.2181 -0.154 -0.044 -0.180 -0.048
N -3.6903 -0.9918 3.6860 -0.052 0.098 -0.044 -0.204
C -2.6380 -1.4554 2.8177 0.456 -0.046 0.298 -0.076
C -3.6509 -1.2646 5.0199 0.024 0.169 -0.089 -0.345
O -4.4602 -0.8731 5.8310 0.031 0.061 -0.002 0.024
H -4.0813 1.0685 3.3292 0.051 -0.081 0.201 0.095
H -5.4743 0.0509 3.7798 -0.017 0.127 -0.024 0.086
H -4.7514 -0.0383 2.1539 -0.069 -0.196 0.051 0.084
H -3.0015 -1.8310 1.8611 -0.258 0.140 0.017 0.082
H -1.9025 -0.6629 2.6384 0.034 -0.076 -0.134 0.085
H -2.1386 -2.2927 3.3072 0.117 0.085 -0.046 0.084
H -2.7654 -1.8568 5.3097 -0.148 -0.227 -0.064 0.133
C -0.1406 -1.6651 -4.0218 0.037 -0.072 -0.177 -0.018
C -0.0417 -1.9558 -2.5486 -0.044 0.106 -0.049 -0.508
C -1.3208 -1.8580 -1.7756 -0.930 -0.415 0.474 -0.030
O 0.9836 -2.3348 -2.0354 0.215 0.112 0.127 0.060
H -0.7709 -2.4243 -4.4949 -0.009 0.006 0.064 0.092
H 0.8457 -1.7047 -4.4765 0.009 0.053 0.005 0.084
H -0.6210 -0.7047 -4.2121 0.057 0.046 0.064 0.083
H -2.0288 -1.1019 -2.1140 0.197 0.072 -0.265 0.082
H -1.2234 -1.7638 -0.6944 0.517 0.073 -0.066 0.071
H -1.8229 -2.8268 -1.9100 -0.011 0.107 -0.128 0.097
C 1.1297 1.9026 -1.2368 0.019 0.396 -0.252 -0.013
C -0.3686 2.0262 -1.3371 -0.158 0.008 0.887 -0.518
C -1.1816 1.7771 -0.0769 0.032 0.312 -0.637 -0.020
O -0.8897 2.4796 -2.3252 -0.047 -0.167 -0.574 0.045
H 1.5021 1.0621 -0.6567 -0.163 -0.207 -0.126 0.062
H 1.4719 2.8017 -0.7084 -0.040 -0.015 -0.036 0.093
H 1.5214 1.9418 -2.2522 0.250 -0.211 0.114 0.087
H -0.5844 2.1679 0.7460 -0.290 -0.179 0.300 0.083
H -1.4571 0.7326 0.0695 0.358 -0.102 0.040 0.061
H -2.1046 2.3374 -0.2112 0.015 0.091 0.279 0.082
C 0.0818 5.5068 -2.4269 0.691 0.882 0.114 -0.066
C -0.5569 5.3187 -1.1361 -0.479 -0.337 0.294 -0.286
N -1.0308 5.2272 -0.0910 0.206 -0.061 -0.367 0.147
H -0.5426 6.0725 -3.1142 -0.201 -0.113 0.065 0.087
H 0.4396 4.6074 -2.9140 -0.238 -0.281 0.216 0.068
H 0.9446 6.1425 -2.1939 0.033 -0.082 -0.319 0.088
```
Positions in Å, forces in eV/Å.

Values from the calculation:
Maximum force ... 1.13 eV/A
Structure (SMILES) ... CN(C)C=O.CN(C)C=O.CC(C)=O.CC(C)=O.CC#N
Frontier orbital gap ... 9.55 eV
HOMO energy ... -9.26 eV
Total energy ... -1016.04457 Eh